No. 1
{
  "formula": "C51H134F4N9O15PS4",
  "method": "ωB97M-V with the def2-TZVPD basis set",
  "symbols": ["H", "H", "H", "F", "S", "H", "H", "H", "C", "S", "H", "F", "H", "H", "C", "C", "H", "N", "C", "N", "H", "H", "H", "H", "C", "C", "H", "H", "O", "C", "C", "C", "H", "C", "H", "H", "H", "H", "H", "N", "H", "H", "C", "H", "H", "H", "C", "C", "H", "H", "H", "H", "F", "C", "H", "C", "H", "H", "H", "C", "O", "H", "C", "C", "H", "H", "H", "H", "H", "H", "H", "N", "C", "H", "O", "C", "H", "H", "H", "H", "H", "N", "H", "H", "H", "H", "C", "H", "H", "H", "H", "H", "H", "H", "H", "O", "C", "H", "H", "H", "H", "H", "C", "H", "N", "H", "F", "C", "C", "H", "H", "H", "H", "H", "H", "N", "C", "H", "H", "H", "C", "H", "H", "C", "H", "C", "C", "H", "N", "H", "H", "H", "P", "H", "O", "H", "C", "O", "O", "H", "H", "H", "H", "H", "H", "H", "H", "H", "H", "C", "H", "H", "H", "H", "C", "H", "O", "C", "H", "H", "N", "C", "C", "H", "H", "S", "H", "H", "C", "C", "H", "H", "O", "H", "H", "H", "H", "H", "C", "H", "C", "C", "C", "H", "H", "C", "S", "H", "H", "H", "H", "C", "H", "C", "C", "O", "H", "H", "H", "C", "H", "O", "H", "C", "C", "O", "O", "O", "H", "C", "H", "H", "O", "H", "H", "H", "H", "C"],
  "xyz": [[33.1564, 19.3174, 23.9913], [33.9374, 20.8042, 21.5413], [22.0585, 28.7113, 12.3495], [21.0777, 21.3182, 19.8041], [21.9564, 22.9775, 16.5450], [28.9455, 13.2663, 29.0391], [25.7730, 19.8918, 14.5793], [16.4809, 23.4881, 18.9426], [14.8348, 20.6688, 5.3068], [25.4027, 18.2279, 19.2640], [25.2025, 17.0257, 12.2074], [27.0523, 16.6030, 21.2353], [25.3998, 19.8325, 10.8769], [6.4286, 12.7010, 20.8787], [13.3804, 24.9416, 20.8688], [27.8028, 13.1735, 29.1232], [22.0935, 4.6029, 14.1910], [14.4789, 24.0947, 18.8297], [10.5742, 11.1134, 19.0298], [16.1352, 21.2843, 4.8916], [24.1810, 12.1977, 30.3114], [17.7656, 20.8103, 3.6722], [23.8443, 29.0146, 16.0058], [10.0583, 12.9336, 19.9008], [25.6457, 18.8457, 14.1750], [22.7690, 3.7756, 15.9583], [22.1597, 4.7868, 17.5615], [15.9676, 14.6278, 18.6339], [22.4461, 5.0121, 16.6247], [25.9090, 19.5818, 11.8236], [26.0644, 11.4515, 29.5772], [24.5439, 31.0663, 13.6563], [24.2061, 21.0007, 13.3927], [28.4145, 10.8033, 29.1091], [14.0405, 10.3377, 18.9657], [15.1758, 6.8307, 19.5821], [14.1000, 20.7621, 4.4557], [29.3813, 11.3387, 29.0629], [25.0298, 5.5564, 12.3389], [24.2468, 4.8306, 14.1660], [11.9848, 8.7735, 18.9775], [7.3861, 13.9081, 19.8382], [10.8932, 11.2382, 15.4966], [16.3503, 22.4209, 6.6815], [12.0409, 8.8753, 17.1930], [29.0390, 12.1388, 31.1363], [25.9670, 29.1852, 13.4975], [23.7888, 20.0790, 13.0126], [9.9553, 10.8689, 15.9142], [14.9433, 19.6136, 5.6317], [27.3471, 13.2891, 28.1738], [10.4385, 10.2484, 12.8124], [22.0455, 24.4126, 16.8048], [14.9599, 23.5210, 4.2886], [14.1149, 22.1407, 18.0421], [16.9233, 21.6655, 6.1335], [13.8799, 14.0765, 17.3981], [13.2283, 15.5634, 19.7517], [27.3500, 12.6315, 31.6939], [9.9216, 11.1606, 13.1008], [23.2447, 22.4318, 16.1798], [25.9567, 11.3032, 28.4752], [37.1649, 19.5073, 21.8152], [14.4353, 7.6947, 19.5498], [27.7968, 10.9279, 31.6088], [17.1627, 19.4903, 4.7521], [12.3399, 24.3525, 19.0532], [12.5412, 24.6778, 21.4315], [21.8914, 3.1176, 15.9611], [10.1745, 10.2981, 18.3988], [25.9971, 10.5219, 30.0897], [24.7549, 16.7984, 20.0551], [11.7653, 12.0956, 16.3944], [27.4056, 14.0185, 29.6562], [24.3847, 16.9217, 18.6956], [22.6052, 29.0621, 14.2120], [36.0369, 21.0722, 22.7516], [17.0683, 23.0354, 3.9998], [14.7326, 26.1256, 18.9433], [23.4211, 20.2998, 12.0422], [26.6344, 18.8273, 11.5330], [25.0813, 29.8885, 14.4371], [11.5094, 10.3791, 15.2734], [25.6812, 4.4434, 15.7425], [23.9283, 17.8235, 11.2719], [14.3134, 16.2388, 18.5407], [14.1265, 13.4870, 18.3139], [24.8976, 18.3606, 14.8183], [15.0554, 8.5936, 19.6573], [35.9389, 17.5881, 23.3133], [13.4945, 26.9763, 21.2002], [14.6723, 12.5998, 17.9522], [14.0356, 25.6048, 17.4190], [37.3206, 19.6666, 19.8046], [9.6492, 11.8748, 12.3213], [36.6011, 19.7328, 20.4862], [23.9736, 28.9286, 14.8581], [13.9099, 10.3805, 17.2259], [13.1353, 23.0429, 20.0093], [7.8769, 13.3624, 21.4752], [7.5702, 11.3882, 19.1312], [13.3695, 23.4820, 17.1504], [13.3090, 10.2563, 18.1444], [17.9260, 22.0192, 5.9932], [24.8987, 19.0881, 12.7978], [37.3727, 18.4799, 22.0006], [24.4277, 19.1560, 19.7128], [24.3403, 17.7360, 12.2760], [10.6778, 11.9242, 14.1561], [24.3447, 14.1751, 29.3176], [12.9014, 12.8389, 19.9649], [38.0433, 20.1411, 21.9725], [10.1260, 12.8460, 14.3172], [13.1016, 6.8005, 18.0426], [8.9006, 10.9272, 13.5229], [21.5669, 22.5964, 18.0794], [7.4301, 13.0070, 20.4909], [24.4243, 6.2962, 15.6087], [23.8057, 31.5807, 14.2755], [9.4616, 12.7754, 18.3529], [14.2783, 23.1404, 17.6430], [25.5540, 12.8927, 31.0023], [28.0684, 10.6199, 28.0996], [24.2959, 4.7997, 12.6745], [23.5528, 3.1918, 16.5559], [35.0481, 17.8032, 22.6471], [16.0696, 22.5245, 4.0720], [25.2882, 30.6387, 16.3660], [27.5013, 11.8282, 29.7804], [36.5535, 19.8363, 23.8190], [14.2605, 24.7239, 5.6951], [34.4076, 19.4503, 20.6373], [12.0861, 11.6337, 18.1391], [25.3379, 28.9701, 12.6859], [13.3564, 26.3109, 20.5055], [14.1442, 24.6973, 21.5887], [13.2310, 24.0670, 19.6427], [26.7116, 18.4252, 18.8830], [15.1097, 24.3402, 5.4310], [22.1002, 30.0124, 14.3327], [24.9751, 6.8637, 14.0028], [14.8378, 24.2374, 3.4979], [12.0817, 13.9017, 18.8963], [26.5344, 29.5312, 15.7714], [26.3017, 4.7291, 14.1313], [26.7040, 29.8804, 13.0887], [34.2240, 17.2504, 22.9274], [24.1306, 30.7859, 12.6890], [25.6475, 3.1674, 14.5193], [24.1914, 6.2951, 14.5686], [34.2445, 20.6968, 24.1941], [17.0301, 20.6871, 6.7059], [11.4059, 13.1351, 16.5305], [23.0902, 3.0672, 13.9655], [34.1782, 19.6269, 24.0544], [23.2643, 4.9386, 12.2636], [27.9600, 19.0121, 13.7484], [33.9749, 19.7372, 21.5973], [35.3696, 17.5585, 21.6284], [22.9864, 19.6011, 13.5394], [34.8231, 19.3115, 22.7522], [13.6703, 7.7270, 18.2389], [8.1570, 11.8047, 19.9118], [14.4318, 21.1969, 6.1404], [34.6205, 19.0565, 24.9002], [20.4619, 21.5328, 18.4955], [13.8188, 7.7249, 20.4575], [13.9397, 23.0700, 4.2986], [14.7782, 25.3779, 18.1839], [15.6373, 23.6075, 19.6343], [27.0355, 17.8975, 15.2782], [15.1758, 23.1723, 17.0450], [22.8638, 28.8486, 12.8470], [11.6566, 12.0904, 13.7279], [24.3755, 27.9554, 14.7362], [23.4576, 17.3635, 12.8536], [14.4542, 7.7418, 17.4812], [28.7864, 18.5253, 13.7497], [23.0223, 4.0307, 14.4975], [26.3944, 28.2159, 13.8861], [26.9742, 18.1144, 14.2168], [25.5463, 4.2219, 14.6797], [12.8114, 13.0981, 18.9136], [15.2466, 13.7989, 20.1259], [15.8181, 22.1170, 3.0708], [14.9869, 14.3830, 19.1553], [26.1524, 15.5415, 20.6780], [23.1650, 6.5598, 14.4183], [26.4483, 31.1600, 15.1469], [15.8575, 24.2934, 20.4349], [26.3868, 20.4625, 12.2365], [25.1638, 12.5916, 29.9980], [28.5058, 9.8511, 29.6959], [12.6565, 8.8699, 18.1100], [16.8990, 20.2885, 4.0896], [26.7457, 14.9708, 19.5448], [10.9293, 10.6876, 19.9144], [8.3346, 10.9872, 20.6191], [22.0824, 28.2215, 14.7120], [36.2130, 19.9848, 22.7745], [15.3674, 22.6731, 20.0912], [19.1342, 22.0063, 18.5498], [24.5816, 3.8196, 12.3214], [25.9167, 30.3633, 15.5417], [9.5528, 12.2418, 19.2920], [20.8895, 22.9184, 15.6415], [25.6338, 14.8015, 21.7550], [25.1247, 13.6878, 29.1233], [25.3793, 31.7432, 13.4812], [14.3031, 15.7129, 19.4758], [12.7109, 12.3504, 16.0487], [32.9607, 19.2867, 21.7769], [20.5568, 20.2277, 17.9639], [26.9426, 17.1375, 13.6759], [14.8827, 16.3353, 20.1632], [15.8173, 25.3337, 17.7647], [16.1423, 19.8807, 3.3881], [27.9303, 11.9142, 31.2109]],
  "atomic_forces_ev_per_a": [[-0.7, 0.0, 0.0], [-0.3, 0.7, 0.4], [-0.3, 0.0, -0.1], [0.6, 0.0, 5.3], [0.0, -5.6, 3.6], [-1.8, -0.1, 0.2], [0.0, -1.1, -0.4], [-0.1, 0.0, 0.4], [-1.0, -0.1, -1.1], [3.5, -3.4, -5.8], [-1.0, 0.5, 0.4], [2.1, 1.5, 1.4], [0.0, 0.1, 0.5], [0.4, 0.4, -0.9], [-0.4, 0.9, 0.1], [2.3, -0.1, 0.4], [1.3, -0.5, -0.2], [-0.2, -1.7, -1.8], [-0.5, 0.4, -1.9], [1.5, 0.7, 1.6], [0.1, 0.1, -0.8], [-0.3, -0.5, -0.2], [0.2, 0.2, -1.8], [0.4, 1.0, 1.3], [-1.3, 1.2, 0.2], [0.2, -0.7, 1.7], [0.5, 0.5, -1.7], [-1.1, -0.6, 0.6], [-0.1, -0.9, 1.1], [-0.7, 0.4, -1.2], [0.5, 1.2, -2.0], [0.0, 0.6, 0.5], [-0.2, 0.0, 0.7], [0.5, 0.4, 0.6], [-0.5, 0.2, 0.0], [-1.2, 1.0, 0.1], [0.9, -0.3, 0.8], [-0.3, -0.8, 0.0], [-0.6, -0.5, 0.0], [0.7, -0.4, -0.9], [0.0, 0.0, -0.3], [-0.2, -0.9, 0.2], [0.7, -0.4, -0.6], [0.1, -0.3, -0.1], [0.2, -0.7, 0.3], [-1.4, 0.0, 0.6], [0.9, -0.9, -0.4], [0.9, -0.5, -0.7], [0.1, 0.3, 0.3], [0.3, 0.7, -0.5], [-0.3, -0.6, -1.1], [-0.2, 0.1, -0.4], [1.7, 5.2, 0.4], [-2.0, 0.6, 1.0], [0.1, 0.0, -0.1], [-0.9, -2.2, 1.5], [0.2, -0.5, 0.3], [1.0, 0.4, 0.3], [-0.5, 1.2, 1.0], [-2.1, 0.0, 1.2], [-0.8, 1.1, -0.1], [0.0, -0.1, 0.8], [0.6, 0.9, -2.4], [0.9, -0.3, 0.6], [-0.1, -0.4, 0.6], [0.5, -0.4, 0.3], [0.7, 0.0, 0.2], [-1.9, -0.1, 1.0], [0.0, 0.0, 0.0], [0.0, 0.2, 0.3], [-0.9, -0.6, 0.5], [-1.0, -3.5, 2.4], [-2.0, 1.1, 2.2], [-0.1, -0.1, 0.8], [-0.8, -3.6, 1.0], [1.1, -0.9, 0.0], [-0.1, -0.4, -0.5], [-0.9, -0.8, 0.4], [0.1, 0.6, 0.3], [-0.4, 0.2, -1.1], [0.1, -0.1, 0.6], [-1.0, 0.1, -1.3], [0.0, -0.8, 0.0], [-0.3, 0.0, -0.2], [0.3, 0.6, -0.2], [-0.3, 0.6, -0.6], [0.3, 0.5, -2.2], [0.3, 0.0, -0.2], [0.1, -0.1, -0.2], [-1.3, 0.0, -0.5], [-0.1, -0.8, 0.1], [0.0, 0.3, 0.3], [0.1, -0.1, 0.1], [-0.9, 0.1, 1.0], [0.6, -0.5, -0.5], [1.6, -0.4, 0.0], [-0.4, 1.3, 3.2], [-0.2, 0.1, 0.2], [-0.2, 0.0, -0.2], [0.0, -0.4, -1.3], [-0.5, -0.5, -0.8], [0.3, -0.1, -0.3], [0.4, 0.3, -0.1], [0.3, 0.2, -0.9], [0.6, -2.1, 0.5], [0.6, -0.8, -0.2], [-7.8, 7.7, 4.9], [0.2, 0.1, 0.2], [-0.1, 0.1, 0.1], [-1.0, 0.7, 0.1], [0.2, -0.1, 0.4], [0.2, -0.4, -0.1], [0.3, 0.4, 0.0], [0.3, 0.2, 0.4], [1.0, -0.3, -0.4], [0.0, 0.0, -2.1], [-0.3, 0.5, 2.3], [0.0, 0.4, 0.8], [0.1, -0.1, -0.1], [-0.7, 0.2, -0.3], [-0.4, 0.0, 1.4], [-0.2, 0.2, -0.5], [-0.1, -0.1, -0.1], [-0.4, 0.4, -1.0], [-0.6, 0.9, -1.1], [3.4, 1.4, 0.0], [-0.8, 0.7, -2.5], [-0.1, 0.3, 0.4], [1.1, 0.7, -1.2], [0.1, -0.3, -0.6], [0.3, -0.1, -0.2], [0.0, -0.4, 0.5], [-0.1, -0.4, -0.3], [-0.7, -0.8, -1.2], [0.1, 0.2, -0.4], [1.0, -0.2, -0.3], [0.6, 0.6, 0.8], [7.7, 1.2, -0.7], [0.4, -0.4, 1.1], [-0.1, 0.1, 0.5], [-1.0, -0.5, 0.4], [0.8, -0.2, -1.3], [-0.2, 0.1, -0.2], [0.7, -0.4, 0.7], [0.8, 0.4, -0.4], [0.3, -0.2, 0.5], [-1.9, -0.9, 0.6], [-0.1, -0.3, 0.4], [-0.5, -0.6, -0.3], [0.8, -1.0, -0.2], [-0.1, 0.2, 0.3], [-0.3, 1.4, -0.3], [-0.7, -0.3, -0.1], [0.0, 0.5, 0.1], [0.1, -0.4, 0.3], [1.0, 0.5, 0.4], [0.1, -0.6, 0.0], [-1.0, -0.6, 0.0], [-0.3, 0.2, 0.2], [-0.1, 0.1, 0.9], [1.2, -1.2, -0.3], [-0.3, -0.6, -0.6], [2.0, 0.8, -0.4], [-0.2, 0.6, 0.5], [0.1, 0.5, -0.8], [1.7, 0.0, -4.2], [-0.1, -0.5, -0.3], [0.7, -0.4, 0.1], [1.1, 0.8, -0.3], [0.3, 0.1, -0.6], [0.5, -0.1, 0.4], [0.0, 0.0, -0.3], [0.0, -0.4, -0.6], [0.4, 0.7, 0.1], [0.1, -1.0, -0.5], [1.2, 0.4, 0.2], [-0.2, 0.3, -0.5], [0.4, 0.2, 0.0], [-1.0, 0.3, 0.9], [-0.3, 1.4, -0.1], [-1.3, 0.1, -0.6], [-0.7, 0.8, 0.7], [-0.7, -0.6, 0.7], [-0.2, 1.0, -1.4], [0.4, 0.5, 0.2], [1.7, -0.5, 2.0], [-5.2, 2.3, -3.6], [-0.3, 0.8, -0.2], [1.3, 1.5, -0.2], [0.2, 0.4, -0.1], [0.2, 0.0, 0.0], [-0.3, -0.5, 2.7], [-0.3, 1.0, -0.5], [-0.1, 0.5, 0.4], [-0.9, 0.1, -0.3], [1.6, -1.4, -1.0], [0.5, -0.8, 1.6], [-0.1, 0.4, 0.2], [-0.3, 0.5, -0.5], [-2.2, 1.3, 2.7], [0.0, -0.5, 0.0], [-1.7, 1.5, 1.0], [0.3, -0.3, 0.1], [-1.3, -1.1, 0.5], [-0.4, -1.2, -0.6], [-1.8, -0.8, -2.4], [0.0, -0.8, 1.2], [0.9, -1.2, -0.4], [0.0, 0.0, 0.1], [-0.4, -0.6, -0.2], [2.0, -0.3, -1.2], [1.0, 0.6, -0.4], [0.1, -1.4, -1.7], [0.1, 0.6, 0.2], [-0.4, -0.3, 0.2], [-1.1, -0.1, 0.2], [1.0, 0.3, -0.2], [2.1, -1.0, -1.7]],
  "lumo_energy_ha": -0.24018,
  "charge": 6,
  "molar_mass_g_mol": 1348.91,
  "orbital_gap_ev": 2.787
}

No. 2
{
  "formula": "C4H6O2",
  "method": "ωB97M-V with the def2-TZVPD basis set",
  "symbols": ["H", "O", "H", "C", "H", "O", "H", "C", "C", "H", "H", "C"],
  "xyz": [[-0.4079, 0.2092, -1.9168], [-1.6655, 0.6312, -0.2607], [-0.8672, -1.8334, 0.0673], [0.4621, -0.2702, 0.5904], [0.8855, -2.3116, 0.4860], [1.6464, 0.0950, 1.1562], [2.0004, -0.7092, 1.5610], [0.1278, -1.5414, 0.3728], [-0.7258, 1.0111, -1.2511], [-0.8924, 1.9834, -1.7130], [-0.2177, 1.8264, 0.7424], [-0.3456, 0.9096, 0.1655]],
  "atomic_forces_ev_per_a": [[-0.1, 0.1, 0.1], [-0.1, -0.1, 0.0], [0.1, 0.2, -0.2], [-0.3, -0.2, -0.2], [-0.2, 0.0, 0.3], [0.1, -0.1, 0.0], [0.2, 0.3, -0.1], [0.0, 0.1, 0.0], [0.1, 0.1, -0.3], [0.0, -0.1, 0.1], [0.0, -0.2, 0.0], [0.2, 0.0, 0.2]],
  "smiles": "C=C(O)[C@H]1CO1",
  "lumo_energy_ha": 0.03304,
  "charge": 0,
  "molar_mass_g_mol": 86.09,
  "orbital_gap_ev": 9.902,
  "e_above_lowest_kcal_mol": 52.7
}